{"formula": "C36H25N7O2PbS2", "method": "ωB97M-V/def2-TZVPD", "symbols": ["Pb", "S", "C", "C", "C", "C", "N", "C", "C", "C", "S", "C", "N", "H", "H", "C", "O", "C", "C", "C", "C", "C", "C", "N", "N", "C", "C", "C", "C", "O", "C", "N", "C", "C", "C", "C", "H", "H", "H", "H", "H", "H", "H", "H", "H", "H", "H", "H", "C", "N", "C", "C", "C", "C", "C", "N", "C", "C", "C", "C", "C", "C", "H", "H", "H", "H", "H", "H", "H", "H", "H", "H", "H"], "coordinates": [[11.773, 15.237, 3.836], [12.322, 14.526, 6.531], [11.091, 13.568, 6.966], [10.759, 13.495, 8.391], [9.740, 12.734, 8.859], [9.382, 12.681, 10.204], [9.058, 12.805, 11.296], [8.976, 11.912, 7.919], [9.142, 12.055, 6.551], [10.262, 12.831, 6.016], [10.452, 12.804, 4.342], [7.899, 11.180, 8.491], [7.090, 10.586, 9.034], [11.267, 14.116, 9.080], [8.364, 11.515, 5.949], [12.181, 6.319, 11.530], [12.850, 7.577, 11.895], [13.704, 8.089, 10.939], [14.382, 7.301, 9.983], [15.079, 7.943, 8.975], [15.244, 9.354, 9.045], [14.710, 10.130, 10.089], [13.910, 9.468, 11.009], [15.812, 9.886, 7.913], [16.022, 11.172, 7.904], [15.773, 11.932, 6.906], [16.288, 13.265, 7.020], [16.052, 14.180, 6.085], [15.210, 13.877, 4.884], [14.981, 14.766, 4.077], [14.659, 12.526, 4.783], [13.915, 12.271, 3.725], [13.363, 11.074, 3.582], [13.399, 10.123, 4.586], [14.132, 10.369, 5.713], [14.854, 11.580, 5.809], [11.392, 6.245, 12.247], [12.876, 5.496, 11.602], [11.718, 6.443, 10.542], [14.322, 6.223, 10.023], [15.586, 7.367, 8.197], [14.813, 11.207, 10.169], [13.547, 10.036, 11.858], [16.850, 13.512, 7.899], [16.320, 15.245, 6.231], [12.763, 10.889, 2.697], [12.770, 9.253, 4.520], [14.089, 9.633, 6.526], [13.715, 18.015, 5.183], [12.365, 17.390, 5.108], [11.376, 17.851, 5.804], [10.146, 17.261, 5.795], [8.940, 17.674, 6.365], [7.953, 16.885, 5.909], [8.590, 15.914, 5.033], [9.924, 16.183, 4.973], [14.230, 18.540, 6.523], [14.521, 19.896, 6.654], [15.080, 20.369, 7.835], [15.298, 19.534, 8.917], [14.991, 18.167, 8.770], [14.478, 17.663, 7.619], [13.774, 18.825, 4.458], [14.418, 17.226, 4.886], [11.575, 18.665, 6.507], [8.777, 18.566, 6.980], [6.889, 16.948, 6.003], [8.085, 15.089, 4.480], [14.449, 20.599, 5.815], [15.281, 21.416, 7.981], [15.740, 19.987, 9.861], [15.192, 17.453, 9.603], [14.228, 16.649, 7.680]], "forces_ev_per_a": [[0.2, 0.5, 0.6], [1.7, 1.3, -0.8], [-2.1, -1.4, 1.1], [-0.5, -0.3, -1.3], [0.2, -1.3, -2.4], [-0.1, 0.7, 1.3], [-0.1, -0.2, 0.5], [0.4, 1.6, -0.6], [0.0, -0.5, 1.0], [-1.3, -0.6, 0.6], [0.0, 0.0, 0.1], [0.4, 0.0, -0.5], [-0.8, -0.5, 0.4], [0.7, 0.5, 0.4], [1.3, 0.7, 0.1], [0.4, 1.8, 0.0], [0.3, -0.7, -1.1], [-0.3, -0.5, 0.7], [-0.6, 0.5, 0.0], [0.3, 0.2, 1.1], [0.2, -0.1, -1.2], [-0.8, -1.0, 0.3], [0.8, 0.5, 0.1], [0.1, 0.4, -0.1], [0.6, -1.1, 1.2], [-1.0, -0.2, -0.4], [0.0, 0.4, -0.4], [-0.7, 1.0, -0.6], [1.1, 1.6, 0.7], [-0.3, -0.3, 0.1], [-0.3, -1.3, 0.5], [-0.3, -0.2, -1.1], [-0.3, 0.5, 0.2], [-0.3, 0.0, -0.1], [0.3, 0.2, 0.9], [0.3, -0.1, -0.2], [-0.3, -0.3, 0.5], [0.0, -0.3, -0.1], [0.4, -0.3, 0.1], [-0.1, 0.0, -0.1], [-0.2, 0.4, 0.2], [0.3, -0.2, -0.3], [-0.4, -0.2, -0.1], [0.2, -0.1, 0.3], [0.1, -0.8, -0.3], [0.1, 0.2, -0.1], [0.1, -0.3, -0.1], [0.3, 0.5, -0.4], [-0.1, -0.6, 0.4], [0.5, 0.1, -0.1], [2.9, 0.8, 0.7], [-1.8, -0.8, -0.4], [0.7, 2.1, 1.1], [-0.4, -2.9, -2.3], [-0.3, 0.8, 0.6], [-1.2, -0.9, -0.3], [-0.5, -0.5, 0.0], [0.5, -0.3, -0.2], [-0.2, 0.0, 0.8], [0.5, 0.2, 0.6], [1.0, 0.3, 2.1], [-0.3, 2.0, -1.0], [0.0, 0.0, -0.2], [-0.1, 0.2, -0.2], [-0.2, 0.1, -0.1], [0.4, -0.5, -0.2], [-0.3, 0.1, 0.4], [0.8, 0.7, 0.5], [-0.3, -0.5, 0.2], [0.1, 0.3, -0.3], [-0.7, -0.9, -1.2], [-0.2, 0.8, -0.6], [-0.4, -1.4, -0.8]], "mulliken_charge": [0.790, 0.330, 0.247, -0.694, 0.584, -0.386, -0.475, 0.609, -0.928, 0.260, -0.297, -0.175, -0.486, 0.613, 0.383, -0.817, -0.415, 0.450, -0.343, -0.375, 0.386, -0.408, -0.550, -0.688, -0.373, 0.338, -0.470, -0.773, 0.492, -0.640, 0.039, -0.334, -0.640, -0.467, -0.433, 1.363, 0.262, 0.316, 0.370, 0.300, 0.434, 0.476, 0.433, 0.492, 0.456, 0.403, 0.453, 0.326, -0.983, -0.221, 0.240, 0.063, -0.907, -0.652, -0.491, 0.018, 0.316, -0.465, -0.532, -0.449, -0.558, -0.126, 0.465, 0.190, 0.426, 0.403, 0.465, 0.385, 0.350, 0.376, 0.293, 0.330, 0.629], "orbital_gap_ev": [4.93, 5.85], "molar_mass_g_mol": 859.0, "largest_force_ha_per_bohr": 0.0717, "e_above_lowest_kcal_mol": 9.5, "e_tot_ev": -79177.5758}